Record 1
Entry from OMol25: 9 unconnected molecules or ions with the total composition C37H94NO13PS (the ωB97M-V functional and the def2-TZVPD basis).

Structure (ORCA input):
```
! RIJCOSX wB97M-V def2-TZVPD def2/J DEFGRID3
* xyz 0 1
S 3.062 -1.339 2.884
P 1.455 -1.133 -1.117
O 0.343 -1.846 1.392
O 0.886 -4.706 3.452
O 4.147 -1.525 1.988
O -1.339 7.404 -1.333
O -0.414 10.692 -6.191
O -1.816 -6.629 4.166
O 2.379 -0.017 -0.338
O 3.313 -0.558 4.042
O -1.432 1.272 -2.380
O 2.407 3.860 3.608
O 1.511 0.979 -5.696
O -5.541 -8.042 7.954
O 1.948 -4.502 -4.042
N 2.479 -2.494 -1.113
C -2.172 0.215 -2.956
C -0.509 8.543 -1.442
C 2.806 4.463 1.257
C -2.456 10.281 -4.876
C 2.307 -5.793 -3.586
C -2.457 -7.834 4.549
C 1.829 2.082 -6.523
C -1.659 -5.667 5.194
C -0.682 6.794 0.964
C -0.944 10.178 -4.983
C 0.868 8.251 -2.015
C -4.493 -7.546 10.125
C -0.041 12.988 -5.381
C 3.165 1.459 -3.932
C -0.860 6.375 -0.484
C -1.731 -0.143 -4.365
C -6.168 -9.250 8.342
C 2.241 -4.220 -5.400
C 2.510 -2.956 3.408
C 1.087 -3.365 3.030
C -5.368 -7.078 8.975
C 2.998 2.569 3.555
C 2.577 0.464 -4.918
C 0.074 -1.481 0.033
C -0.647 12.068 -6.428
C 2.953 4.820 2.727
C -0.808 -6.143 6.359
C 3.796 -6.086 -3.668
C 0.689 -3.194 1.579
C -1.495 2.516 -3.050
C 4.472 2.553 3.919
C -2.892 3.110 -3.123
C -7.581 -9.071 8.869
C 2.891 1.786 -7.569
C 1.438 -5.710 2.628
C 1.529 -5.130 -6.386
C -3.872 -7.645 5.065
H -1.293 -6.943 6.921
H -4.468 -7.078 4.349
H -4.347 -8.612 5.231
H 3.268 -0.409 -0.195
H 1.699 -4.782 -7.404
H 2.345 -5.397 2.120
H 0.728 -6.037 1.879
H 4.003 5.018 2.973
H 4.630 3.037 4.883
H -8.047 -10.043 9.031
H 3.680 2.281 -4.432
H 1.019 12.770 -5.250
H 1.733 -6.562 -4.115
H 3.263 -3.651 3.075
H 1.989 -5.826 -2.542
H 0.456 -5.136 -6.192
H 2.119 2.947 -5.916
H -3.247 0.434 -2.928
H 2.997 2.634 -8.246
H -2.472 -8.447 3.647
H -2.930 9.836 -5.751
H -2.636 -5.317 5.549
H -0.654 9.127 -4.964
H -3.540 -7.920 9.751
H 0.894 2.345 -7.018
H 2.374 1.884 -3.314
H -0.192 12.270 -7.397
H -2.251 -1.040 -4.704
H -1.850 -8.373 5.286
H 1.470 -3.489 0.887
H -1.720 12.264 -6.536
H 3.165 -2.385 -1.848
H -0.602 -2.192 -0.434
H -6.191 -9.860 7.439
H -1.057 2.432 -4.052
H 0.073 5.956 -0.879
H 4.017 -7.040 -3.189
H -4.898 -6.226 8.484
H 2.443 1.964 4.269
H 4.368 -5.303 -3.169
H 3.362 0.053 -5.565
H -0.847 3.177 -2.478
H 1.914 -3.192 -5.552
H -0.448 -0.538 0.105
H -2.805 9.760 -3.984
H 4.823 1.525 3.975
H -1.039 9.224 -2.109
H 2.619 0.905 -8.150
H -2.791 11.317 -4.806
H 5.081 3.077 3.179
H 2.147 -0.375 -4.369
H 3.131 5.295 0.632
H 3.401 3.591 0.984
H -1.608 5.586 -0.544
H 0.150 -6.521 5.998
H -3.893 -7.111 6.013
H -8.184 -8.506 8.158
H -1.951 0.655 -5.076
H -5.550 -9.787 9.071
H 0.120 7.525 1.080
H 1.409 9.181 -2.190
H -0.527 12.877 -4.410
H -3.338 3.159 -2.128
H -4.964 -8.346 10.698
H -0.425 9.055 -0.476
H 3.867 1.601 -7.118
H -0.622 -5.320 7.049
H -2.848 4.118 -3.537
H -3.554 2.520 -3.757
H -0.461 10.655 -4.121
H 0.401 -2.773 3.617
H -4.301 -6.720 10.810
H -0.177 -3.829 1.409
H 1.470 7.641 -1.339
H 3.886 0.961 -3.283
H -7.597 -8.536 9.820
H 0.781 7.712 -2.960
H -1.598 7.243 1.349
H -0.429 5.928 1.576
H 1.980 -3.366 -1.231
H 2.019 -0.768 2.247
H 4.142 -6.147 -4.700
H 1.678 -6.559 3.246
H -0.656 -0.323 -4.393
H 2.562 -2.908 4.483
H -0.150 14.028 -5.688
H 1.886 -6.159 -6.324
H 2.405 5.741 2.931
H 3.324 -4.237 -5.572
H 2.839 2.114 2.569
H -2.008 -0.639 -2.297
H 1.763 4.236 1.028
H -1.171 -4.820 4.720
H -6.339 -6.731 9.346
*
```

Frontier orbital gap ... 8.3 eV
SMILES ... CO[C@H](COCP(N)O)C[SH](=O)=O.CCOCC.CCOCC.CCOCC.CCOCC.CCOCC.CCOCC.CCOCC.CCOCC

---

Record 2
Entry from OMol25: a molecular structure, C31H36Cl5IrN9OS (the ωB97M-V functional and the def2-TZVPD basis).

Structure (ORCA input):
```
! RIJCOSX wB97M-V def2-TZVPD def2/J DEFGRID3
* xyz 2 6
Ir -0.292 0.197 0.350
Cl 5.784 -0.744 2.739
Cl 2.686 -0.449 2.524
Cl 3.256 2.508 -1.935
Cl 6.377 2.279 -1.699
Cl 7.585 0.631 0.629
S -0.568 3.017 -3.355
O 1.869 1.079 0.129
N -0.749 0.316 -3.189
N -2.452 2.727 3.345
N -0.466 -1.951 0.557
N -0.091 3.004 3.777
N -0.660 1.624 -1.246
N -0.562 2.925 -0.814
N -1.246 1.040 4.595
N -2.636 -0.433 0.042
N -0.841 1.295 2.206
C 3.719 0.253 1.364
C -2.773 -1.794 0.188
C -1.381 3.685 3.636
C 0.216 2.317 2.548
C -0.189 2.024 4.861
C 5.079 0.142 1.463
C -0.508 3.768 -1.778
C -0.297 5.674 -0.155
C -2.519 1.755 4.440
C -0.677 1.497 -2.551
C 5.913 0.774 0.500
C 0.789 -3.451 2.039
C 1.799 -2.548 -0.012
C 3.991 1.637 -0.671
C 1.694 -1.760 -1.294
C -4.131 -2.212 -0.032
C 0.714 -2.688 0.867
C -0.336 -3.595 3.038
C 0.930 -2.509 -2.386
C -4.812 -1.080 -0.330
C 2.969 -3.229 0.286
C -0.401 5.250 -1.614
C 1.995 -4.100 2.300
C -0.990 -4.978 2.996
C 3.071 -4.000 1.438
C -2.148 2.035 2.118
C -3.835 0.008 -0.274
C -0.946 0.350 3.367
C -1.606 -2.562 0.473
C 3.101 0.989 0.279
C 5.352 1.527 -0.564
H -0.412 2.540 5.793
H -2.070 2.739 1.290
H -1.317 4.412 2.824
H -0.936 -0.517 -2.654
H 1.388 -3.477 -2.584
H 2.703 -1.529 -1.644
H 3.809 -3.157 -0.394
H 0.005 -0.182 3.460
H -2.750 2.275 5.369
H -0.880 0.273 -4.184
H 2.084 -4.689 3.205
H 0.933 -1.945 -3.320
H -1.092 -2.820 2.900
H -0.204 6.756 -0.091
H 0.467 5.596 -2.180
H -1.185 5.377 0.404
H 1.166 1.791 2.643
H -1.273 5.711 -2.085
H -0.107 -2.695 -2.096
H 0.766 1.506 4.967
H -1.772 -5.057 3.751
H -1.436 -5.190 2.022
H -5.859 -0.971 -0.565
H -4.504 -3.222 0.025
H -2.927 1.303 1.913
H 0.577 5.228 0.323
H -1.613 4.211 4.560
H -1.741 -0.365 3.137
H 1.219 -0.783 -1.118
H -3.314 1.035 4.237
H 0.265 3.021 1.716
H -0.257 -5.760 3.188
H -1.665 -3.639 0.597
H 3.995 -4.516 1.664
H 0.078 -3.434 4.036
H -4.023 1.057 -0.459
*
```

Frontier orbital gap (alpha / beta) ... 7.9 / 5.3 eV

---

Record 3
Entry from OMol25: a molecular structure, C2H4OP2 (the ωB97M-V functional and the def2-TZVPD basis).

Structure (ORCA input):
```
! RIJCOSX wB97M-V def2-TZVPD def2/J DEFGRID3
* xyz 0 1
P -1.030 1.422 -0.653
P 0.170 -0.868 0.104
O 0.583 -1.919 -0.844
C 0.726 0.950 -0.077
C -1.460 -0.166 -0.144
H -2.482 -0.560 -0.006
H 1.067 1.374 0.843
H 0.908 -1.119 1.544
H 1.518 0.887 -0.768
*
```

Frontier orbital gap ... 8.7 eV

---

Record 4
Entry from OMol25: 8 unconnected molecules or ions with the total composition C8H32O8 (the ωB97M-V functional and the def2-TZVPD basis).

Structure (ORCA input):
```
! RIJCOSX wB97M-V def2-TZVPD def2/J DEFGRID3
* xyz 0 1
O 16.248 1.443 -22.942
O 16.194 2.996 -20.337
O 14.788 3.255 -26.198
O 16.480 4.161 -24.109
O 18.721 2.968 -21.436
O 13.999 -1.711 -22.757
O 18.858 -1.279 -20.583
O 16.840 0.372 -19.752
C 15.263 4.010 -20.539
C 18.741 -2.557 -20.031
C 15.948 5.465 -23.945
C 14.168 2.127 -25.470
C 16.976 0.206 -22.947
C 15.767 -0.599 -19.630
C 14.142 -1.596 -24.152
C 19.043 4.221 -22.166
H 18.164 4.834 -22.216
H 14.196 3.984 -26.455
H 16.289 -0.458 -22.419
H 13.099 2.152 -25.561
H 18.728 -3.410 -20.789
H 17.011 3.031 -20.886
H 17.200 -0.138 -23.888
H 16.145 3.818 -24.933
H 14.540 1.231 -25.769
H 15.231 -1.591 -24.362
H 13.638 -0.679 -24.455
H 14.336 2.229 -24.430
H 19.650 -2.648 -19.436
H 19.493 2.685 -21.063
H 18.005 -0.850 -20.621
H 14.968 5.529 -24.409
H 19.839 4.767 -21.617
H 14.603 3.809 -21.315
H 17.953 0.428 -22.471
H 15.736 4.909 -20.760
H 16.683 6.229 -24.276
H 17.871 -2.766 -19.415
H 16.142 -1.591 -19.404
H 15.182 -0.574 -20.543
H 16.747 2.092 -23.352
H 14.654 4.222 -19.666
H 14.690 -2.334 -22.425
H 15.900 5.619 -22.878
H 15.024 -0.322 -18.870
H 16.443 1.165 -20.005
H 13.571 -2.290 -24.758
H 19.288 3.959 -23.224
*
```

Frontier orbital gap ... 10.0 eV
SMILES ... CO.CO.CO.CO.CO.CO.CO.CO

---

Record 5
Entry from OMol25: a molecular structure, C27H19AuBrClFNO5 (the ωB97M-V functional and the def2-TZVPD basis).

Structure (ORCA input):
```
! RIJCOSX wB97M-V def2-TZVPD def2/J DEFGRID3
* xyz 0 1
Au -0.093 0.031 0.140
Br -6.671 0.499 0.317
Cl -0.244 0.859 -6.992
F 6.274 1.336 -1.982
O 1.998 -0.174 -0.027
O -0.078 4.006 -1.147
O 0.207 2.014 -0.247
O 0.050 -0.904 1.981
O 0.885 -0.791 4.019
N 4.728 -0.400 2.997
C 6.503 0.260 1.453
C 7.534 0.040 2.526
C 2.429 -0.431 2.296
C -0.268 3.146 -3.719
C 5.224 -1.696 5.070
C -2.770 0.144 -1.016
C -2.697 0.108 1.400
C 0.016 2.807 -1.278
C 5.710 -0.634 4.093
C -0.333 2.730 -5.038
C 0.123 0.896 -3.021
C 0.058 0.461 -4.337
C -4.155 0.258 -0.969
C 6.855 0.709 0.203
C 7.044 -1.031 3.486
C -4.790 0.308 0.260
C -4.080 0.231 1.447
C 5.884 0.877 -0.783
C -0.048 2.236 -2.688
C 4.573 0.580 -0.562
C 3.422 -0.516 3.240
C 1.037 -0.709 2.817
C -0.172 1.388 -5.336
C 4.191 0.133 0.711
C 5.147 -0.012 1.721
C -2.064 0.075 0.170
C 2.787 -0.166 0.959
H -4.593 0.267 2.398
H 7.886 0.946 -0.028
H 0.320 0.160 -2.251
H 5.839 0.312 4.628
H 7.762 -1.182 4.291
H 3.111 -0.700 4.257
H 6.055 -1.979 5.715
H -2.274 0.120 -1.978
H 3.830 0.692 -1.339
H -2.123 0.038 2.315
H -0.507 3.444 -5.832
H 6.927 -1.981 2.955
H 0.192 -0.583 -4.585
H 4.886 -2.587 4.537
H 7.707 0.970 3.075
H 4.418 -1.348 5.713
H 8.482 -0.250 2.073
H -0.387 4.190 -3.466
H -4.728 0.309 -1.885
*
```

Frontier orbital gap ... 7.4 eV